(1)
# C22H49GaN2O2P3

C22H49GaN2O2P3 as an isolated structure at a distorted geometry (ωB97M-V/def2-TZVPD, the Open Molecules 2025 dataset).

Computed properties:
- Kohn-Sham gap (eV) = 4.2555
- energy relative to the best compared isomer or geometry (same formula, charge and spin) (eV) = 2.4033
- charge = +3
- HOMO level (eV) = -15.4
- calculated total energy (eV) = -110899.207

Each line ends with the Mulliken charge.
Geometry (Å):
Ga 0.41157 0.58532 -1.89138  1.422
P 1.96557 1.38445 0.13798  0.635
P -1.25190 2.18555 -1.81935  1.198
P 2.25370 -0.60415 -2.67561  0.910
H -2.22474 -3.33885 0.54963  0.220
C -1.45886 -3.71156 -0.14169  -0.357
C -0.37304 -4.38363 0.27065  -0.653
H -0.18945 -4.59610 1.32932  0.334
C 1.32419 2.02368 1.73349  -0.997
C 2.92006 2.87191 -0.38166  -1.273
C 3.34432 0.37634 0.82096  -1.402
C -2.94111 1.54629 -2.13643  -1.589
C -1.44739 2.97400 -0.18790  -1.188
C -0.98544 3.55529 -2.99798  -1.351
C 2.63019 -2.05785 -1.61821  -1.168
C 3.82300 0.32177 -2.82384  -1.222
C 2.06143 -1.35674 -4.32093  -1.230
H -1.62388 -3.50139 -1.20250  0.237
H 0.38539 -4.71970 -0.44643  0.284
H 1.60866 1.34150 2.54700  0.512
H 0.23341 2.10134 1.71891  -0.137
H 1.76220 3.01243 1.93354  0.562
H 2.23145 3.71132 -0.53779  0.394
H 3.48539 2.69088 -1.30282  0.320
H 3.61366 3.12056 0.43417  0.477
H 2.95330 -0.54343 1.27517  0.214
H 3.82921 0.97484 1.60548  0.520
H 4.09506 0.11602 0.06786  0.451
H -3.38058 2.05770 -3.00606  0.455
H -3.56207 1.74242 -1.25008  0.512
H -2.94698 0.46049 -2.31553  0.468
H -2.17214 3.80032 -0.25372  0.559
H -0.48896 3.37660 0.16092  0.501
H -1.80886 2.22790 0.53442  0.165
H -1.77912 4.30889 -2.89533  0.481
H -0.98598 3.16639 -4.02550  0.443
H -0.01431 4.02952 -2.80280  0.390
H 3.18115 -2.79631 -2.22044  0.512
H 1.69159 -2.50966 -1.26454  0.254
H 3.23642 -1.77248 -0.74889  0.388
H 4.40359 -0.12000 -3.64573  0.504
H 4.42085 0.27810 -1.90549  0.378
H 3.61720 1.37131 -3.06836  0.377
H 3.04982 -1.46375 -4.78835  0.578
H 1.43292 -0.71895 -4.95385  0.364
H 1.58744 -2.34296 -4.23262  0.234
C -1.59570 -1.33463 -4.36295  0.855
C -2.59414 -0.53828 -4.93015  -0.314
C -3.27742 -1.01041 -6.05910  -0.708
C -2.91090 -2.23213 -6.64471  -0.642
C -1.86929 -2.98420 -6.10198  -0.674
C -1.21020 -2.55600 -4.94149  -0.447
O -0.99936 -0.97999 -3.16172  -0.066
H -1.15532 0.04020 -2.98821  -0.637
H -2.85210 0.42396 -4.47867  0.181
H -4.08720 -0.41976 -6.47684  0.431
H -3.44124 -2.58889 -7.52508  0.430
H -1.56749 -3.91840 -6.56993  0.430
H -0.40630 -3.13560 -4.49355  0.472
C -2.93790 1.44744 3.22998  -1.070
N -1.98027 0.64224 3.95350  0.204
C -1.54977 1.16142 5.24151  -1.168
C -1.20310 -0.19571 3.16866  0.310
O -1.22041 -0.11868 1.92708  -0.622
N -0.39958 -1.10880 3.82105  0.260
C -0.70652 -1.63405 5.13622  -1.178
C 0.46791 -1.89658 2.97753  -0.763
H -3.68491 1.82016 3.93932  0.476
H -3.42198 0.82261 2.47246  0.272
H -2.46571 2.30869 2.72820  0.340
H -1.98347 0.58311 6.06939  0.302
H -0.45557 1.16324 5.34318  0.375
H -1.90644 2.19501 5.33386  0.454
H -0.41014 -2.68749 5.16780  0.486
H -0.14718 -1.10293 5.91864  0.311
H -1.77893 -1.55959 5.35416  0.375
H 1.10258 -1.22874 2.38052  -0.246
H 1.09929 -2.51126 3.62583  0.616
H -0.08565 -2.54601 2.28291  0.270

Cartesian forces, eV/Å:
Ga 2.233 -0.080 1.700
P 0.775 0.756 1.264
P -2.425 1.949 0.229
P 1.508 -1.909 -1.226
H 0.353 -0.268 -0.243
C 0.505 -0.062 0.225
C -0.348 0.580 -0.224
H -0.115 -0.041 -0.473
C -0.796 -0.051 0.170
C -0.304 -0.112 -0.668
C -0.090 -0.684 -0.376
C -0.068 -0.533 -0.136
C 0.706 -0.325 0.350
C 0.716 -0.401 -0.322
C -0.456 0.284 0.509
C -0.166 0.699 0.221
C -0.593 0.240 -0.247
H 0.015 -0.155 0.279
H -0.347 -0.057 0.308
H -0.186 0.111 -0.307
H 0.246 -0.111 0.244
H -0.068 -0.313 -0.157
H 0.224 -0.065 0.010
H -0.051 0.186 0.249
H -0.219 -0.096 -0.241
H 0.124 0.216 -0.071
H -0.226 -0.046 -0.266
H -0.140 0.072 0.255
H 0.221 -0.137 0.265
H 0.291 -0.015 -0.212
H -0.228 0.380 0.124
H 0.153 -0.308 -0.322
H -0.267 0.019 -0.057
H 0.130 0.055 -0.109
H 0.081 -0.349 0.173
H -0.027 0.155 0.192
H -0.233 -0.018 -0.072
H -0.157 0.357 0.027
H 0.241 -0.025 -0.073
H -0.221 -0.106 -0.285
H -0.250 0.048 0.249
H -0.240 0.016 -0.280
H 0.237 -0.217 -0.071
H -0.250 0.012 0.229
H 0.155 -0.235 -0.046
H 0.110 0.355 0.008
C -0.798 -0.853 -1.871
C 0.146 -0.418 -0.003
C 0.482 -0.269 0.087
C -0.062 0.382 0.276
C 0.038 0.213 0.344
C -0.280 0.764 0.053
O 0.815 3.396 2.107
H -0.926 -3.096 -1.472
H -0.006 -0.366 -0.268
H 0.153 -0.096 0.012
H 0.139 0.087 0.197
H -0.089 0.170 0.115
H -0.294 -0.026 -0.071
C -0.336 -0.033 -0.097
N 0.544 -0.536 -0.899
C 0.009 -0.001 0.597
C 0.079 0.040 0.978
O 0.219 0.176 -0.244
N -0.609 0.835 -0.842
C -0.037 -0.081 0.692
C 0.210 -0.244 -0.141
H 0.118 -0.076 -0.269
H -0.027 0.246 0.185
H -0.074 -0.034 0.129
H 0.189 0.266 -0.139
H -0.299 -0.034 -0.074
H 0.168 -0.263 -0.019
H -0.195 0.209 0.030
H -0.181 -0.217 -0.109
H 0.289 -0.079 -0.098
H -0.038 -0.185 0.038
H -0.024 0.139 -0.233
H 0.129 0.215 0.211

---

(2)
# C22H49HfNO3P2

C22H49HfNO3P2 as an isolated structure at a distorted geometry (ωB97M-V/def2-TZVPD, the Open Molecules 2025 dataset).

Computed properties:
- Kohn-Sham gap (eV) = 5.5490
- charge = +4
- HOMO level (eV) = -21.9
- calculated total energy (eV) = -51082.307

Each line ends with the Mulliken charge.
Geometry (Å):
Hf -0.09043 0.44027 0.26516  2.029
C 0.57021 -1.27783 -0.74549  0.538
O 0.93186 -2.28685 -1.26165  -0.161
C -0.24709 2.47424 -0.32352  0.207
O -0.38860 3.61248 -0.61205  -0.105
P -1.89244 0.06534 -1.62860  0.360
C -3.40798 -0.73227 -0.89495  0.446
H -4.12487 -0.72450 -1.72708  0.572
C -2.60062 1.63764 -2.34325  0.647
H -2.58082 2.31429 -1.47347  0.395
C -1.62239 -1.09155 -3.06463  0.227
H -1.39619 -2.03974 -2.55201  0.542
C 3.67472 -0.52350 -0.15546  0.402
P 2.41713 0.26663 0.94994  -0.146
H 3.68500 -0.36209 2.84959  0.823
H 3.30619 -1.55905 -0.22364  0.547
C 3.22385 1.88061 1.39659  0.561
H 4.28134 1.62811 1.57156  0.492
C -1.65251 2.23146 -3.38630  -1.820
H -1.74151 1.74298 -4.36825  0.309
H -0.60568 2.19935 -3.05968  0.463
H -1.91397 3.29092 -3.52975  0.523
C -4.05590 1.58446 -2.83289  -1.349
H -4.29757 2.54731 -3.30518  0.471
H -4.75986 1.44445 -2.00612  0.388
H -4.22974 0.79824 -3.57586  0.229
C -2.82840 -1.33334 -3.98738  -1.667
H -3.73047 -1.65980 -3.45716  0.373
H -2.56477 -2.14231 -4.68630  0.490
H -3.06219 -0.45302 -4.60051  0.358
C -0.39218 -0.72541 -3.89544  -1.379
H -0.15586 -1.58250 -4.54521  0.471
H 0.48939 -0.52992 -3.27564  0.298
H -0.57637 0.13666 -4.54811  0.298
C -3.16481 -2.19711 -0.50634  -1.513
H -3.09373 -2.84300 -1.39393  0.327
H -4.01627 -2.56057 0.08922  0.460
H -2.24602 -2.33888 0.08151  0.218
C -4.00748 0.09279 0.24228  -1.390
H -3.37465 0.08626 1.13964  -0.172
H -4.98032 -0.34172 0.51746  0.612
H -4.18072 1.13690 -0.04259  0.316
C 5.08834 -0.53933 0.45092  -1.732
H 5.12499 -0.95732 1.46211  0.420
H 5.52547 0.46737 0.46784  0.440
H 5.72769 -1.16581 -0.18686  0.460
C 3.70228 0.03675 -1.57856  -1.803
H 4.21381 1.00552 -1.63646  0.429
C 1.67329 -0.53148 3.59053  -1.751
H 2.70196 0.12910 -2.01896  0.493
H 4.26949 -0.66745 -2.20668  0.436
C 2.84000 -2.24805 2.19857  -1.553
H 0.79040 -1.17092 3.45288  0.379
H 2.12706 -0.82001 4.55174  0.467
H 1.33257 0.50358 3.69902  0.339
C 2.71444 -0.74606 2.49206  0.426
H 2.85095 -2.79387 3.15340  0.444
H 3.75827 -2.50744 1.66194  0.363
H 1.98564 -2.61319 1.61187  0.279
C 2.64617 2.50015 2.67259  -1.508
H 1.55688 2.63666 2.59983  0.289
H 3.09059 3.49516 2.82114  0.499
H 2.87258 1.90800 3.56625  0.373
C 3.12676 2.87024 0.23324  -1.087
H 3.62633 2.51370 -0.67255  0.098
H 3.59930 3.81565 0.54148  0.524
H 2.07998 3.08840 -0.02231  0.149
H -0.13803 -4.07956 2.40829  -0.018
H -0.39160 -4.32898 1.73921  0.061
C -2.04187 0.74965 4.04548  -1.319
C -1.67250 -0.25838 3.04076  0.558
N -1.90007 -1.55370 3.26347  0.004
O -1.10812 0.05799 1.93699  -0.439
H -1.55137 0.53654 5.00863  0.421
H -3.12677 0.73291 4.23001  0.441
H -1.73994 1.74011 3.67276  0.337
H -1.58111 -2.22931 2.56087  0.100
H -2.37115 -1.88300 4.09396  0.290

Cartesian forces, eV/Å:
Hf -1.678 -1.001 4.340
C 3.328 -9.268 -4.951
O -2.284 6.413 3.340
C -1.323 11.839 -3.254
O 0.876 -7.609 1.973
P -2.217 -1.079 -2.318
C 0.057 -0.183 0.977
H 0.349 0.199 0.037
C 0.452 1.153 0.434
H -0.221 0.061 -0.147
C 0.817 -0.376 -0.015
H -0.099 0.105 -0.084
C -0.159 -0.407 -0.730
P 2.882 -0.752 0.745
H -0.312 0.069 -0.246
H 0.164 0.154 0.058
C -0.572 1.109 0.012
H -0.380 -0.215 -0.108
C -0.085 0.356 -0.280
H 0.043 0.180 0.448
H 0.047 -0.046 -0.235
H 0.070 -0.313 -0.002
C -0.259 -0.478 0.101
H 0.206 -0.172 0.147
H 0.080 0.066 -0.276
H 0.038 0.333 0.210
C -0.225 0.082 -0.027
H 0.187 0.082 -0.200
H 0.034 0.222 0.268
H 0.120 -0.299 0.176
C 0.013 -0.158 -0.441
H 0.032 0.315 0.191
H 0.095 0.124 -0.120
H 0.198 -0.341 0.243
C -0.207 -0.175 -0.228
H 0.014 0.145 0.363
H 0.290 0.082 -0.164
H -0.057 0.001 0.059
C -0.176 0.058 0.155
H -0.228 -0.067 -0.188
H 0.271 0.196 -0.024
H -0.021 -0.193 0.121
C -0.003 0.129 0.119
H 0.114 0.111 -0.280
H -0.016 -0.301 -0.083
H -0.186 0.165 0.126
C 0.390 -0.118 -0.182
H -0.181 -0.358 -0.085
C -0.116 0.054 0.490
H -0.057 0.101 -0.086
H -0.192 0.286 0.106
C 0.140 -0.067 -0.021
H 0.272 -0.021 -0.069
H -0.241 0.073 -0.258
H 0.092 -0.135 0.003
C -0.610 -0.421 0.378
H -0.005 0.138 -0.279
H -0.272 -0.011 0.172
H 0.065 -0.055 0.147
C 0.154 -0.017 0.188
H 0.057 0.061 0.069
H -0.108 -0.277 -0.052
H -0.093 0.216 -0.192
C 0.349 0.078 -0.092
H -0.140 0.247 0.241
H -0.186 -0.243 -0.230
H 0.178 0.103 0.091
H -0.120 -0.122 -0.358
H 0.093 0.161 0.355
C 0.057 0.775 -0.059
C -1.170 -2.834 2.153
N 0.734 1.732 -1.292
O 1.381 0.587 -2.208
H -0.076 0.035 -0.268
H 0.198 0.014 -0.076
H -0.228 -0.284 0.383
H -0.358 0.048 0.550
H -0.073 -0.060 0.235

---

(3)
# C22H49NOP2Si2Ti

C22H49NOP2Si2Ti as an isolated structure at a distorted geometry (ωB97M-V/def2-TZVPD, the Open Molecules 2025 dataset).

Computed properties:
- Kohn-Sham gap (spin up / spin down) (eV) = 7.3726 / 7.3740
- HOMO level (spin up / spin down) (eV) = -6.9 / -6.9
- calculated total energy (eV) = -84597.961

Each line ends with the Mulliken charge.
Geometry (Å):
Ti 0.05017 -0.63395 -0.17218  -0.763
P 2.61443 -0.76700 -0.57498  1.411
P -2.80949 -0.65403 -0.43912  1.451
N -0.00370 0.35955 -1.67588  0.589
H 0.89598 -2.54828 0.80183  -0.736
C 2.67616 -2.24126 -1.66725  -0.886
H 3.72308 -2.50312 -1.87486  0.483
H 2.16014 -2.01091 -2.60914  0.288
H 2.16701 -3.09353 -1.20089  -0.165
C 4.01884 -1.00533 0.56156  -1.608
H 4.95605 -1.03131 -0.01308  0.543
H 3.91178 -1.94190 1.12157  0.421
H 4.06271 -0.17252 1.27696  0.288
C 3.29573 0.51066 -1.69425  -1.239
H 4.37083 0.33267 -1.83754  0.512
H 3.14779 1.50768 -1.26573  0.295
H 2.78611 0.47385 -2.66475  0.294
C -3.43632 -2.19255 -1.23100  -1.387
H -4.52868 -2.13033 -1.36435  0.489
H -3.18163 -3.08569 -0.64628  0.286
H -2.95176 -2.28100 -2.21176  0.309
C -3.71555 -0.72784 1.16265  -1.309
H -4.78730 -0.90759 0.98822  0.458
H -3.58774 0.21395 1.71488  0.280
H -3.30554 -1.54540 1.77517  0.250
C -3.78508 0.50788 -1.48252  -1.378
H -4.84503 0.20963 -1.49821  0.479
H -3.38335 0.45535 -2.50599  0.307
H -3.69594 1.54103 -1.13395  0.359
C -0.04364 0.84776 -2.92803  -0.776
C -0.30317 0.46524 -5.33370  -0.583
C -0.28528 -0.02488 -4.03491  -0.317
C 0.17137 2.23401 -3.20647  0.482
C 0.13623 2.71143 -4.50939  -0.873
C -0.09188 1.83275 -5.57623  -0.486
H -0.48792 -0.22206 -6.16076  0.369
H -0.45010 -1.08338 -3.80992  0.329
H 0.35358 2.90748 -2.36625  0.157
H 0.28616 3.77808 -4.68655  0.398
H -0.11705 2.21589 -6.59732  0.351
C -0.05448 -3.16301 0.50800  2.083
O -0.59392 -2.36816 -0.55016  -0.422
C 0.25430 -4.56399 -0.01055  -1.695
H 0.55130 -5.23886 0.80342  0.357
H 1.05927 -4.58251 -0.74741  0.364
H -0.64778 -4.97614 -0.48691  0.335
C -0.97019 -3.23193 1.71044  -1.627
H -2.01337 -3.40875 1.41075  0.224
H -0.93520 -2.31906 2.31920  0.128
H -0.65401 -4.05229 2.36742  0.546
C 1.36027 3.13662 0.27141  -0.301
Si -0.26569 2.49815 0.97425  -0.104
C -0.73182 3.62786 2.42747  -1.195
C -1.62784 2.86880 -0.27162  -0.918
C -0.20653 0.67375 1.46186  1.919
Si 0.73046 0.40563 3.06340  0.306
C -0.55731 0.50888 4.44526  -1.223
C 1.61359 -1.24674 3.25223  -0.793
C 2.07300 1.69555 3.41447  -1.060
H 1.26429 4.22083 0.10399  0.472
H 1.60605 2.67402 -0.69086  -0.469
H 2.20861 2.98138 0.94844  0.302
H -0.66400 4.67072 2.08010  0.355
H -1.77435 3.44773 2.72658  0.275
H -0.10269 3.53482 3.31973  0.346
H -2.62026 2.65234 0.14284  0.318
H -1.60051 3.94337 -0.51280  0.435
H -1.50548 2.31844 -1.21157  0.152
H -1.26072 0.33082 1.57367  -1.041
H -1.31962 -0.27336 4.32204  0.297
H -0.07305 0.35954 5.42128  0.367
H -1.06466 1.48263 4.45856  0.296
H 2.51448 -1.31738 2.62978  0.021
H 1.93472 -1.31522 4.30733  0.454
H 0.98744 -2.12496 3.04726  0.256
H 2.97258 1.51529 2.80956  0.198
H 1.76280 2.73582 3.25867  0.253
H 2.36239 1.59831 4.47287  0.419

Cartesian forces, eV/Å:
Ti -1.359 2.470 -3.596
P -0.008 -0.011 -0.635
P -0.168 -0.110 -0.062
N 0.698 -1.935 3.007
H -0.574 -1.498 0.255
C 0.221 -0.136 0.011
H -0.241 -0.002 -0.043
H 0.092 -0.007 0.279
H 0.252 0.304 -0.132
C 0.247 -0.104 0.167
H -0.227 -0.039 0.181
H 0.043 0.196 -0.106
H 0.001 -0.218 -0.178
C 0.021 0.138 0.032
H -0.260 0.048 -0.011
H 0.105 -0.224 -0.105
H 0.011 0.014 0.278
C 0.072 -0.116 -0.022
H 0.344 -0.048 0.051
H -0.032 0.288 -0.166
H -0.135 -0.058 0.201
C -0.335 0.142 -0.075
H 0.238 0.059 0.176
H -0.069 -0.228 -0.110
H -0.127 0.280 -0.218
C -0.155 0.122 0.127
H 0.283 0.121 -0.011
H -0.074 0.023 0.293
H -0.081 -0.290 -0.148
C -0.003 0.481 -1.484
C 0.058 0.362 0.106
C 0.110 0.422 0.470
C -0.121 -0.628 0.188
C -0.046 -0.336 -0.107
C -0.068 -0.057 -0.025
H 0.059 0.236 0.156
H 0.048 0.338 -0.125
H -0.071 -0.214 -0.336
H -0.023 -0.310 -0.047
H 0.012 -0.126 0.270
C 0.670 1.174 -0.658
O 0.508 -0.868 0.596
C 0.295 -0.187 0.113
H -0.078 0.179 -0.121
H -0.196 0.059 -0.019
H 0.192 0.217 0.162
C -0.255 -0.076 0.600
H 0.336 -0.042 -0.039
H -0.167 -0.058 -0.249
H -0.131 0.147 -0.045
C 0.158 0.127 -0.041
Si -0.290 -0.421 0.057
C 0.023 0.138 -0.005
C 0.062 0.162 -0.191
C 0.316 0.237 0.257
Si -0.735 0.337 -0.101
C 0.248 -0.102 0.218
C 0.155 -0.246 0.280
C 0.102 -0.016 0.060
H 0.058 -0.218 0.038
H -0.158 0.047 0.230
H -0.130 0.033 -0.077
H -0.059 -0.187 0.124
H 0.197 0.022 -0.043
H -0.177 0.022 -0.169
H 0.201 0.084 0.034
H -0.056 -0.192 0.084
H -0.094 0.091 0.319
H 0.376 0.251 0.388
H 0.118 0.148 0.023
H -0.195 0.030 -0.099
H 0.116 -0.211 -0.051
H -0.240 0.035 0.178
H -0.028 -0.044 -0.331
H 0.174 0.256 0.104
H -0.136 0.058 0.108
H 0.097 -0.323 0.011
H -0.011 -0.015 -0.250

---

Among the records above, which one has the highest calculated total energy?
C22H49HfNO3P2